1.
The following is a DFT calculation (ωB97M-V with the def2-TZVPD basis set) of a 2-piece molecular cluster, C2H7N3O2 overall at a distorted geometry.

Values from the calculation:
SMILES: [H]/N=C\C.O/N=N\O
Largest force on an atom: 4.0 eV/A
Energy above the lowest of the compared OMol25 structures with the same formula, charge and spin: 135.0 kcal/mol
Orbital gap: 10.12 eV
Highest occupied orbital energy: -0.358 Eh

XYZ file:
```
14
Properties=species:S:1:pos:R:3:mulliken_charge:R:1
O 2.90773 2.76958 -2.17938 -0.316
O 0.90113 1.73790 -0.84165 -0.399
N 2.47948 1.49117 -2.37405 -0.082
N 1.54833 1.00786 -1.78001 -0.029
N -0.79786 0.10795 0.55582 -0.559
C -0.64163 -1.01909 1.15701 0.126
C -1.71071 -2.07714 1.26232 -0.955
H -2.71253 -1.97000 0.90765 0.353
H -0.02365 -1.13549 2.05018 0.291
H -1.82527 -2.34332 2.30148 0.287
H -1.33053 -2.89023 0.58655 0.279
H 0.35518 1.02324 -0.24980 0.466
H 2.42741 3.17339 -1.37320 0.333
H -1.57708 0.12418 -0.02291 0.206
```

---

2.
The following is a DFT calculation (ωB97M-V with the def2-TZVPD basis set) of C54H50AsBiBr2I2N5O3S as an isolated structure.

Values from the calculation:
Largest force on an atom: 0.9 eV/A
Energy above the lowest of the compared OMol25 structures with the same formula, charge and spin: 7.3 kcal/mol
Charge: -1
Orbital gap: 6.92 eV
Highest occupied orbital energy: -0.181 Eh

XYZ file:
```
119
Properties=species:S:1:pos:R:3:mulliken_charge:R:1
Bi 0.93869 0.70299 -0.18722 3.431
I -0.56032 5.92830 5.59702 -0.001
I 2.84223 1.04735 5.07965 -0.093
Br 2.50001 4.58997 -3.85218 -0.220
Br 7.64356 4.29945 -1.56845 -0.286
As -1.07099 -0.49458 2.09657 1.639
S 2.60383 -1.10205 -1.21766 -0.404
O -0.19916 0.54175 -2.24670 -0.575
O 1.58927 1.14684 2.19268 0.210
O 1.90646 2.37503 -1.84358 -0.284
N 2.31371 -2.53819 -3.42963 0.670
N 1.38277 -0.48060 -3.59563 0.043
N -0.06093 2.99122 0.96689 0.581
N -0.58912 -0.93999 0.38130 -0.572
N 3.53182 1.42613 0.16844 0.477
C 2.01366 -1.35529 -2.83886 -0.056
C -1.31033 -2.39281 2.73950 0.707
C -6.77677 2.09867 3.06235 -1.676
C -4.81432 1.63333 1.54810 -0.854
C 1.99170 -2.73841 -4.84889 -0.686
C 5.39368 2.71239 -0.67779 0.667
C -0.80005 3.46227 -5.15550 -0.699
C 1.23312 -2.16379 3.03008 -1.207
C 3.10798 2.80442 -1.73586 0.249
C 3.64969 3.80078 -2.56426 0.029
C 0.02717 -4.25902 3.54607 -1.180
C -0.23015 4.24737 3.02838 0.819
C -2.89650 0.34496 2.26260 0.138
C 1.15933 2.15205 2.84854 -0.308
C 5.83529 3.68982 -1.59459 0.137
C 1.01541 3.45703 4.94327 -0.445
C -5.39712 1.55279 2.80197 0.780
C 1.50775 2.39213 4.18788 -0.211
C -2.30301 -4.54196 3.24944 -1.059
C -2.68135 -0.21628 4.74679 -2.188
C -3.85251 -2.82924 2.43506 -2.025
C -3.42142 -2.77140 -1.23379 -1.190
C -2.72538 -1.93453 -0.37421 -0.296
C -0.79802 3.88145 0.35200 -0.256
C -0.09146 1.83752 -6.78014 -0.734
C 3.08803 -3.57816 -2.76080 -0.903
C -3.06150 1.26508 -0.14502 -1.106
C 5.66764 1.21238 1.18704 -1.226
C -0.43039 2.60281 -4.13428 -0.230
C 0.29145 0.98201 -5.75723 -0.271
C -0.05826 -2.94648 3.10717 -0.498
C -1.37373 -3.40805 -2.26876 -0.187
C -1.33457 -1.78133 -0.45333 0.348
C 0.15597 4.36489 4.38259 -0.214
C 4.30003 0.90850 1.09519 -0.478
C -0.97033 -6.50227 4.10806 -1.572
C -3.42219 0.37531 3.56693 1.169
C -1.06208 5.16171 2.34338 -0.784
C 6.20569 2.10903 0.30857 -0.768
C 4.97429 4.23441 -2.50588 -0.543
C -4.66235 0.94826 3.81189 -0.679
C -0.68087 -2.57276 -1.41032 -0.192
C -0.63531 3.07934 -6.48007 -0.431
C 2.94801 -2.01979 -5.80107 -1.252
C 0.47352 0.43845 -3.30977 -0.320
C 0.12169 1.36203 -4.43018 0.120
C -2.43956 -3.22055 2.81005 1.329
C 4.03317 2.30365 -0.72924 -0.847
C -2.75757 -3.51100 -2.20238 -1.233
C -1.09036 -5.08094 3.62536 0.851
C -1.33034 4.99840 1.01399 -1.267
C 4.59850 -3.42560 -2.93364 -1.101
C -3.57464 1.06025 1.26008 0.735
C 0.26356 3.14660 2.27348 -0.257
H -1.20994 4.43740 -4.92135 0.401
H -0.92635 3.74691 -7.28259 0.375
H -0.98867 3.70589 -0.70284 0.204
H -1.93381 -7.01184 4.07637 0.354
H 2.83818 -3.56004 -1.70298 0.411
H -7.47966 1.28109 3.23978 0.309
H 2.55346 -2.03959 -6.81955 0.370
H -3.07508 -1.20290 5.00615 0.267
H -5.05897 0.93019 4.82398 0.451
H 0.03027 1.52948 -7.81210 0.417
H -5.33506 2.16304 0.75482 0.358
H 5.12317 -4.16000 -2.31882 0.411
H 2.07110 -2.77576 3.36615 0.392
H 2.75506 -4.53451 -3.16475 0.584
H 1.31678 3.56370 5.97651 0.360
H 3.93127 -2.49177 -5.80390 0.353
H 3.05968 -0.97943 -5.49900 0.222
H -0.53045 2.88351 -3.09505 0.492
H -3.51148 0.56200 -0.84586 0.292
H -0.26591 -7.06591 3.49229 0.334
H 0.39462 -2.54569 -1.44884 0.469
H -4.55340 -3.23271 3.16958 0.602
H -4.11172 -3.26212 1.46706 0.379
H -6.79491 2.74442 3.94284 0.364
H -2.79706 0.43033 5.61747 0.575
H 0.97308 -2.39657 -5.01571 0.406
H -1.98905 1.13736 -0.21430 -0.403
H 6.27251 0.74819 1.95517 0.439
H 4.89548 -3.57120 -3.97285 0.303
H 0.99823 -4.65647 3.82891 0.333
H 2.02191 -3.81297 -5.02957 0.485
H 1.43664 -1.84839 2.00436 0.035
H -4.50066 -2.83791 -1.14557 0.462
H 4.90846 -2.42967 -2.61377 0.227
H 3.81943 0.24463 1.80698 0.563
H -0.82185 -4.00047 -2.99182 0.442
H 0.71915 0.01183 -5.97607 0.346
H -3.99451 -1.75944 2.37466 0.021
H -1.94431 5.70794 0.47522 0.459
H 1.20099 -1.26057 3.64021 -0.025
H -3.30777 2.27325 -0.48059 0.704
H -3.27007 -1.38432 0.37759 0.778
H -7.13781 2.67160 2.20779 0.346
H -1.61773 -0.32948 4.55102 0.168
H -1.47771 6.00041 2.88716 0.166
H -0.60391 -6.53276 5.13695 0.330
H -3.19288 -5.16489 3.28656 0.306
H 7.25252 2.37346 0.36097 0.309
H 5.31519 5.00082 -3.18702 0.417
H -3.30216 -4.16408 -2.87306 0.367
```

---

3.
The following is a DFT calculation (ωB97M-V with the def2-TZVPD basis set) of a 2-piece molecular cluster, C3H12NO3 overall at a distorted geometry.

Values from the calculation:
Largest force on an atom: 4.2 eV/A
Energy above the lowest of the compared OMol25 structures with the same formula, charge and spin: 30.7 kcal/mol
Charge: +1
Orbital gap: 11.58 eV
Highest occupied orbital energy: -0.544 Eh

XYZ file:
```
19
Properties=species:S:1:pos:R:3:mulliken_charge:R:1
O -1.40963 -1.39999 2.18534 -0.678
O -0.83017 2.32226 0.02675 -0.570
O 1.59217 -1.64431 -0.74945 -0.543
N 0.68535 0.16137 0.97241 -0.309
C 0.51313 -0.83009 -1.37120 -0.676
C 0.46868 0.46253 -0.53317 0.068
C -0.80917 1.18417 -0.80855 -0.613
H 0.88752 -0.49012 -2.43260 0.391
H -1.76257 0.65181 -0.64902 0.353
H -0.04917 -0.42772 1.35841 0.247
H -0.16880 2.97936 -0.37619 0.358
H -2.14223 -1.04060 2.72158 0.316
H 1.33387 1.09389 -0.68783 0.387
H -0.40822 -1.34793 -1.43514 0.351
H 1.66077 -0.21063 1.11218 0.405
H 2.03853 -2.08781 -1.55118 0.347
H -1.27472 -2.28060 2.61179 0.315
H -0.86190 1.65507 -1.82404 0.367
H 0.53656 1.24936 1.42988 0.486
```

---

4.
The following is a DFT calculation (ωB97M-V with the def2-TZVPD basis set) of an isolated ion of composition C2HCl2O4S and charge -1 at a distorted geometry.

Values from the calculation:
SMILES: O=S(=O)([O-])O/C(Cl)=C/Cl
Largest force on an atom: 4.5 eV/A
Energy above the lowest of the compared OMol25 structures with the same formula, charge and spin: 7.2 kcal/mol
Charge: -1
Orbital gap: 8.55 eV
Highest occupied orbital energy: -0.202 Eh

XYZ file:
```
10
Properties=species:S:1:pos:R:3:mulliken_charge:R:1
Cl -2.10930 1.46934 1.15980 -0.179
Cl -0.26843 2.83431 -1.02589 -0.215
S 0.62421 -1.42217 0.16849 1.180
O -0.76857 -0.78315 0.86810 -0.376
O 0.66245 -2.74622 0.72931 -0.682
O 0.36873 -1.36894 -1.26015 -0.659
O 1.68269 -0.53180 0.59870 -0.635
C -0.85172 0.69486 0.35546 0.322
C -0.05756 1.20857 -0.55669 -0.155
H 0.71749 0.64521 -1.03712 0.398
```

---

Copy entry 3 word for word.
The following is a DFT calculation (ωB97M-V with the def2-TZVPD basis set) of a 2-piece molecular cluster, C3H12NO3 overall at a distorted geometry.

Values from the calculation:
Largest force on an atom: 4.2 eV/A
Energy above the lowest of the compared OMol25 structures with the same formula, charge and spin: 30.7 kcal/mol
Charge: +1
Orbital gap: 11.58 eV
Highest occupied orbital energy: -0.544 Eh

XYZ file:
```
19
Properties=species:S:1:pos:R:3:mulliken_charge:R:1
O -1.40963 -1.39999 2.18534 -0.678
O -0.83017 2.32226 0.02675 -0.570
O 1.59217 -1.64431 -0.74945 -0.543
N 0.68535 0.16137 0.97241 -0.309
C 0.51313 -0.83009 -1.37120 -0.676
C 0.46868 0.46253 -0.53317 0.068
C -0.80917 1.18417 -0.80855 -0.613
H 0.88752 -0.49012 -2.43260 0.391
H -1.76257 0.65181 -0.64902 0.353
H -0.04917 -0.42772 1.35841 0.247
H -0.16880 2.97936 -0.37619 0.358
H -2.14223 -1.04060 2.72158 0.316
H 1.33387 1.09389 -0.68783 0.387
H -0.40822 -1.34793 -1.43514 0.351
H 1.66077 -0.21063 1.11218 0.405
H 2.03853 -2.08781 -1.55118 0.347
H -1.27472 -2.28060 2.61179 0.315
H -0.86190 1.65507 -1.82404 0.367
H 0.53656 1.24936 1.42988 0.486
```

---

Question: What is the energy above the lowest of the compared OMol25 structures with the same formula, charge and spin in the fourth record?
Answer: 7.2 kcal/mol

---

Question: Which value of orbital gap does entry 3 give?
Answer: 11.58 eV

---

Question: Which value of energy above the lowest of the compared OMol25 structures with the same formula, charge and spin does entry 3 give?
Answer: 30.7 kcal/mol